No. 1
The following is a quantum chemistry calculation of C33H27Br2N5O2SW as an isolated structure, from OMol25.

Net charge = +2
Spin multiplicity = 3
HOMO (spin up / spin down) = -13.1 / -13.6 eV
Energy = -7310.73940 hartree
Orbital gap (spin up / spin down) = 6.889 / 7.101 eV

CARTESIAN COORDINATES (ANGSTROEM)
W 0.802 -0.574 0.403
Br 4.718 -1.023 0.858
C 4.037 -2.449 -0.194
Br 2.559 -1.944 -1.404
H 3.629 -3.222 0.443
H 4.805 -2.809 -0.866
C 1.888 -1.371 4.542
O 1.303 -0.435 3.562
C 1.193 -0.826 2.359
O 1.533 -1.934 1.860
H 2.134 -0.753 5.395
H 2.772 -1.831 4.108
H 1.133 -2.110 4.792
S 4.243 5.198 0.328
C 3.405 3.683 0.254
C 2.547 3.363 1.318
C 1.863 2.178 1.307
N 1.982 1.264 0.314
C 2.806 1.576 -0.709
C 3.513 2.749 -0.783
C 5.133 5.214 -1.210
C 6.429 4.728 -1.270
C 7.084 4.772 -2.496
N 6.535 5.253 -3.606
C 5.297 5.734 -3.525
C 4.552 5.743 -2.354
H 2.406 4.046 2.144
H 1.178 1.932 2.106
H 2.896 0.845 -1.500
H 4.147 2.933 -1.639
H 6.926 4.332 -0.395
H 8.100 4.404 -2.581
H 4.877 6.137 -4.439
H 3.554 6.161 -2.337
C -4.484 0.285 2.862
C -3.349 -0.445 3.270
C -2.186 -0.377 2.553
C -2.095 0.423 1.394
C -0.910 0.522 0.603
C -0.913 1.290 -0.545
C -2.079 1.952 -0.998
C -3.209 1.887 -0.237
C -3.245 1.131 0.969
C -4.433 1.054 1.734
H -5.394 0.230 3.443
H -3.404 -1.058 4.159
H -1.327 -0.946 2.887
H -0.014 1.415 -1.157
H -2.050 2.531 -1.911
H -4.103 2.419 -0.538
H -5.301 1.612 1.407
N -8.416 -4.719 -3.206
C -7.374 -4.495 -2.779
C -6.070 -4.214 -2.241
C -5.236 -3.313 -2.898
C -3.977 -3.045 -2.389
C -3.580 -3.671 -1.218
C -4.400 -4.566 -0.551
C -5.652 -4.843 -1.072
N -2.281 -3.383 -0.678
C -1.397 -4.296 -0.142
C -0.315 -3.590 0.263
N -0.530 -2.248 -0.009
C -1.732 -2.171 -0.574
H -5.567 -2.841 -3.812
H -3.309 -2.378 -2.917
H -4.082 -5.029 0.374
H -6.310 -5.537 -0.569
H -1.610 -5.350 -0.127
H 0.590 -3.940 0.725
H -2.234 -1.261 -0.861

Cartesian forces (eV/Å) of the 6 atoms listed first:
W -0.552 -0.064 -0.189
Br -0.029 0.060 -0.014
C -0.049 -0.071 -0.088
Br 0.008 0.079 0.082
H 0.040 -0.004 0.020
H 0.007 -0.041 0.033

Results of the natural (NBO) charge analysis, in e, for atoms 1 through 6: number 1, W, carries 1.44; number 2, Br, carries 0.13; number 3, C, carries -0.50; number 4, Br, carries 0.14; number 5, H, carries 0.25; number 6, H, carries 0.26

No. 2
The following is a quantum chemistry calculation of C33H27BrN6O2PbS as an isolated structure in a non-equilibrium geometry, from OMol25.

Net charge = +2
HOMO = -13.9 eV
Energy = -4917.28099 hartree
Relative energy (zero: lowest compared OMol25 entry of this formula, charge and spin) = 152.2 kJ/mol
Orbital gap = 5.823 eV

CARTESIAN COORDINATES (ANGSTROEM)
Pb -0.163 -0.249 -0.162
C 2.433 0.307 1.719
N 1.024 0.538 2.024
C 0.760 1.921 2.388
C 0.511 2.877 1.247
C 0.718 4.235 1.476
C 0.403 5.141 0.478
C -0.105 4.656 -0.718
C -0.291 3.290 -0.857
N 0.006 2.431 0.107
C 0.549 -0.347 3.086
C 0.683 -1.797 2.729
C 1.102 -2.722 3.674
C 1.210 -4.052 3.303
C 0.897 -4.397 1.998
C 0.461 -3.408 1.131
N 0.347 -2.134 1.486
C 2.883 0.983 0.453
C 4.101 1.646 0.370
C 4.501 2.165 -0.852
C 3.675 2.003 -1.956
C 2.467 1.348 -1.781
N 2.101 0.866 -0.608
H 2.570 -0.766 1.554
H 3.071 0.618 2.555
H 1.579 2.313 3.005
H -0.145 1.943 3.005
H 1.091 4.565 2.434
H 0.546 6.200 0.635
H -0.368 5.325 -1.521
H -0.707 2.879 -1.761
H -0.515 -0.144 3.250
H 1.090 -0.154 4.022
H 1.342 -2.402 4.676
H 1.520 -4.795 4.020
H 0.982 -5.417 1.661
H 0.198 -3.655 0.116
H 4.726 1.749 1.243
H 5.444 2.686 -0.945
H 3.948 2.374 -2.931
H 1.779 1.206 -2.603
S -4.297 -2.677 -0.622
C -3.099 -3.598 -1.432
C -1.857 -3.034 -1.373
C -1.913 -1.841 -0.647
C -3.122 -1.465 -0.170
C -3.468 -0.254 0.540
C -4.794 0.019 0.879
C -5.099 1.207 1.514
C -4.064 2.082 1.807
C -2.776 1.727 1.441
N -2.471 0.592 0.827
H -3.376 -4.517 -1.911
H -0.983 -3.450 -1.835
H -5.564 -0.695 0.636
H -6.120 1.443 1.773
H -4.254 3.020 2.302
H -1.954 2.396 1.637
Br -2.218 0.966 -2.959
C -1.046 -0.371 -3.607
C -1.205 -0.914 -4.871
C -0.394 -1.984 -5.220
C 0.563 -2.435 -4.322
C 0.670 -1.774 -3.107
N -0.120 -0.776 -2.754
C 1.717 -2.298 -2.047
O 2.460 -3.159 -2.460
O 1.606 -1.780 -0.921
H -1.950 -0.519 -5.542
H -0.513 -2.462 -6.181
H 1.214 -3.274 -4.525

Cartesian forces (eV/Å) of the 6 atoms listed first:
Pb 0.680 -1.479 -0.566
C 0.419 -0.268 -0.156
N -0.516 -0.168 -0.760
C -0.266 0.327 0.130
C 0.234 0.456 0.175
C -0.084 -0.234 -0.127

Results of the Mulliken charge analysis, in e, for atoms 1 through 6: number 1, Pb, carries 2.35; number 2, C, carries -1.09; number 3, N, carries 0.88; number 4, C, carries -1.27; number 5, C, carries 0.60; number 6, C, carries -1.15

No. 3
The following is a quantum chemistry calculation of C33H27CrN5O7 as an isolated structure in a non-equilibrium geometry, from OMol25.

Net charge = -2
Spin multiplicity = 5
HOMO (spin up / spin down) = 0.7 / -2.0 eV
Energy = -3118.83121 hartree
Orbital gap (spin up / spin down) = 3.784 / 6.433 eV

CARTESIAN COORDINATES (ANGSTROEM)
Cr -0.087 -0.061 0.345
C -0.412 1.260 4.476
O 0.295 2.487 4.392
C 1.096 2.775 3.294
C 1.965 3.844 3.518
C 2.805 4.297 2.508
C 2.785 3.674 1.278
C 1.933 2.574 1.017
C 1.953 2.007 -0.286
N 1.220 0.963 -0.707
N 1.409 0.555 -1.995
C 0.635 -0.476 -2.258
O -0.201 -0.963 -1.383
C 0.766 -1.125 -3.564
C 1.439 -0.519 -4.633
C 1.566 -1.172 -5.845
C 1.031 -2.446 -6.023
C 0.354 -3.049 -4.968
C 0.213 -2.397 -3.755
C 1.049 2.104 2.056
O 0.204 1.112 1.854
H -0.840 1.239 5.481
H 0.244 0.396 4.347
H -1.211 1.194 3.740
H 1.963 4.307 4.498
H 3.471 5.132 2.697
H 3.426 4.028 0.477
H 2.625 2.455 -1.015
H 1.853 0.469 -4.482
H 2.088 -0.691 -6.666
H 1.141 -2.962 -6.970
H -0.062 -4.042 -5.098
H -0.327 -2.851 -2.934
N -1.695 -0.926 1.443
C -1.518 -1.606 2.667
C -2.429 -1.400 3.698
C -2.280 -2.011 4.933
C -1.192 -2.844 5.141
C -0.283 -3.054 4.117
C -0.419 -2.457 2.860
C 0.618 -2.677 1.826
C 1.232 -3.937 1.789
C 2.314 -4.190 0.967
C 2.832 -3.151 0.205
C 2.203 -1.915 0.217
C 1.050 -1.648 0.963
H -2.429 -0.236 1.542
H -2.010 -1.504 0.630
H -3.272 -0.739 3.524
H -3.003 -1.833 5.719
H -1.041 -3.313 6.106
H 0.585 -3.673 4.305
H 0.833 -4.742 2.399
H 2.738 -5.186 0.907
H 3.704 -3.312 -0.421
H 2.616 -1.133 -0.413
C -1.177 3.420 0.231
C -2.192 2.525 -0.384
N -2.135 1.212 -0.479
C -3.291 0.817 -1.143
C -4.027 1.939 -1.449
N -3.319 2.998 -0.947
C -5.293 2.206 -2.136
O -5.884 1.179 -2.678
O -5.733 3.348 -2.181
C -3.766 -0.566 -1.514
O -4.766 -0.567 -2.303
O -3.285 -1.578 -0.997
H -0.178 3.027 0.057
H -1.318 3.496 1.311
H -1.248 4.420 -0.200
H -3.653 3.944 -1.031
H -5.278 0.310 -2.483

Cartesian forces (eV/Å) of the 6 atoms listed first:
Cr 0.238 0.210 0.327
C 0.025 0.003 0.073
O -0.081 -0.004 -0.191
C -0.002 -0.263 -0.110
C 0.047 0.141 0.140
C -0.033 -0.048 -0.023

Results of the natural (NBO) charge analysis, in e, for atoms 1 through 6: number 1, Cr, carries 1.28; number 2, C, carries -0.23; number 3, O, carries -0.55; number 4, C, carries 0.27; number 5, C, carries -0.34; number 6, C, carries -0.25